1.
{"formula": "C5H7N3", "method": "ωB97M-V/def2-TZVPD", "total_charge": 0, "largest_force_ev_per_a": 4.1, "species": ["C", "N", "C", "N", "C", "C", "C", "N", "H", "H", "H", "H", "H", "H", "H"], "xyz": [[-1.222, -0.894, -1.130], [-0.044, -1.328, -1.438], [1.256, -0.917, -1.213], [1.889, -0.146, -0.439], [0.975, 0.724, 0.203], [0.383, 0.461, 1.657], [-0.466, 0.781, 0.465], [-1.370, -0.106, -0.028], [-2.191, -1.247, -1.494], [1.856, -1.508, -1.931], [1.346, 1.744, 0.024], [0.506, 1.229, 2.553], [0.205, -0.621, 1.925], [-0.787, 1.841, 0.531], [-2.335, -0.012, 0.315]]}


2.
{"formula": "C3H8N2O2", "method": "ωB97M-V/def2-TZVPD", "total_charge": 0, "largest_force_ev_per_a": 3.9, "species": ["N", "C", "N", "O", "H", "H", "H", "H", "C", "C", "O", "H", "H", "H", "H"], "xyz": [[-1.755, -1.265, 0.202], [-1.818, -0.557, 1.388], [-0.590, -0.082, 1.843], [-2.860, -0.165, 1.972], [-2.694, -1.297, -0.221], [-1.111, -0.877, -0.477], [0.203, 0.083, 1.234], [-0.598, 0.581, 2.630], [1.211, 1.315, -1.729], [1.782, 0.186, -1.344], [1.919, -0.054, 0.026], [1.096, 1.640, -2.766], [0.876, 2.024, -0.945], [2.233, -0.554, -2.011], [2.105, -0.978, 0.199]]}


Q: Which energy relative to the best compared isomer or geometry (same formula, charge and spin) values were calculated for the entries above? A: 85.39, 28.58, in kcal/mol.